{
  "formula": "C16H24ClN3O3S",
  "method": "ωB97M-V with the def2-TZVPD basis set",
  "spin_multiplicity": 1,
  "homo_energy_ev": -8.433,
  "charge": 0,
  "smiles": "CCN1CCC[C@H]1CNC(=O)c1cc(S(=O)(=O)N(C)C)ccc1Cl",
  "species": ["C", "C", "N", "C", "C", "C", "C", "C", "N", "C", "O", "C", "C", "C", "S", "O", "O", "N", "C", "C", "C", "C", "C", "Cl", "H", "H", "H", "H", "H", "H", "H", "H", "H", "H", "H", "H", "H", "H", "H", "H", "H", "H", "H", "H", "H", "H", "H", "H"],
  "coordinates": [[-4.2248, -3.0673, -0.7401], [-5.2924, -1.9988, -0.9410], [-5.2403, -0.9707, 0.0776], [-6.4362, -0.1449, 0.1395], [-5.9657, 1.1444, 0.7985], [-4.5968, 1.3361, 0.1520], [-4.0691, -0.1015, 0.0314], [-3.1228, -0.4650, 1.1944], [-1.8187, 0.1366, 1.0349], [-0.8673, -0.4470, 0.2817], [-0.9639, -1.5572, -0.1990], [0.3919, 0.3644, 0.1223], [1.6047, -0.2383, 0.4424], [2.7885, 0.4444, 0.2591], [4.3561, -0.3351, 0.6493], [5.2445, 0.6665, 1.1590], [4.1136, -1.5039, 1.4456], [4.8703, -0.7350, -0.9067], [6.3087, -0.8178, -1.0446], [4.1552, -1.8781, -1.4272], [2.8030, 1.7284, -0.2527], [1.6087, 2.3385, -0.5905], [0.4138, 1.6550, -0.4031], [-1.0560, 2.4338, -0.8748], [-4.3222, -3.5049, 0.2500], [-4.3531, -3.8526, -1.4813], [-3.2237, -2.6581, -0.8454], [-5.1958, -1.5663, -1.9548], [-6.2795, -2.4649, -0.8713], [-7.2103, -0.6604, 0.7132], [-6.8357, 0.0712, -0.8661], [-6.6427, 1.9774, 0.6207], [-5.8609, 0.9958, 1.8732], [-3.9376, 1.9767, 0.7357], [-4.7125, 1.7785, -0.8387], [-3.5082, -0.2385, -0.9038], [-2.9863, -1.5463, 1.2089], [-3.5525, -0.1455, 2.1440], [-1.7026, 1.0972, 1.3156], [1.6203, -1.2399, 0.8438], [6.5711, -0.7206, -2.0983], [6.7070, -1.7616, -0.6562], [6.7368, 0.0082, -0.4825], [4.3825, -2.7899, -0.8644], [3.0878, -1.6792, -1.3583], [4.4258, -2.0191, -2.4728], [3.7484, 2.2310, -0.3743], [1.5942, 3.3363, -1.0003]],
  "nbo_charge": [-0.624, -0.200, -0.453, -0.209, -0.414, -0.404, -0.059, -0.229, -0.603, 0.668, -0.612, -0.171, -0.090, -0.357, 2.309, -0.938, -0.935, -0.661, -0.426, -0.427, -0.146, -0.233, -0.002, 0.017, 0.207, 0.209, 0.226, 0.158, 0.194, 0.200, 0.161, 0.216, 0.201, 0.202, 0.208, 0.195, 0.234, 0.200, 0.401, 0.251, 0.206, 0.185, 0.239, 0.199, 0.216, 0.211, 0.245, 0.236]
}



{
  "formula": "C48H62BN2O4Tl",
  "method": "ωB97M-V with the def2-TZVPD basis set",
  "spin_multiplicity": 1,
  "homo_energy_ev": [-8.207, -7.506],
  "charge": 0,
  "species": ["Tl", "C", "O", "C", "C", "C", "C", "C", "C", "C", "C", "C", "C", "C", "C", "C", "C", "C", "C", "C", "C", "C", "C", "C", "C", "C", "C", "C", "C", "C", "C", "C", "C", "O", "C", "C", "C", "C", "C", "O", "C", "C", "C", "C", "C", "C", "O", "C", "C", "C", "C", "H", "H", "H", "H", "H", "H", "H", "H", "H", "H", "H", "H", "H", "H", "H", "H", "H", "H", "H", "H", "H", "H", "H", "H", "H", "H", "H", "H", "H", "H", "H", "H", "H", "H", "H", "H", "H", "H", "H", "H", "H", "H", "H", "H", "H", "H", "H", "H", "H", "H", "H", "H", "H", "H", "H", "H", "H", "H", "B", "C", "N", "H", "H", "H", "N", "C", "H"],
  "coordinates": [[-1.2862, -2.2836, 2.2103], [1.4201, -0.0206, -0.9120], [0.5880, -0.9769, -0.2634], [1.0929, -2.2565, -0.4000], [0.6033, -3.1141, -1.3850], [-0.7215, -3.0246, -2.1631], [-1.5996, -1.7926, -2.1691], [-1.6201, -0.9126, -3.1931], [-2.6367, 0.1249, -3.3174], [-3.3652, 0.4076, -2.2197], [-3.0823, -0.2643, -0.9386], [-3.8804, 0.2237, 0.3014], [-2.7074, 1.1118, 0.8145], [-2.3213, 2.3976, -0.0048], [-1.7023, 3.5374, 0.7324], [-1.1118, 3.2495, 1.8920], [-1.2674, 1.9836, 2.6098], [-0.2908, 1.7443, 3.7439], [0.9742, 1.2842, 3.0327], [1.9318, 2.1679, 2.6034], [3.1110, 1.7511, 1.9616], [3.2472, 0.3911, 1.6573], [2.3129, -0.5415, 2.0426], [2.5163, -2.0116, 1.7809], [2.1597, -2.6464, 0.4317], [2.8626, -3.7920, 0.0953], [2.5100, -4.5908, -0.9909], [1.3409, -4.2693, -1.6604], [3.3726, -5.7937, -1.3553], [2.8775, -6.5044, -2.6167], [3.3435, -6.7895, -0.1861], [4.8125, -5.3243, -1.6101], [1.1771, -0.1338, 2.8356], [0.4276, -0.9889, 3.4044], [4.2111, 2.7586, 1.6667], [5.4653, 2.0991, 1.0845], [4.6121, 3.4506, 2.9801], [3.7035, 3.8042, 0.6624], [-2.2074, 1.1037, 2.2172], [-2.6052, 0.0411, 3.0032], [-3.8024, 0.2929, 3.7377], [-1.7310, 4.9001, 0.0670], [-3.1814, 5.4073, 0.0223], [-1.1848, 4.7748, -1.3652], [-0.8718, 5.9189, 0.8168], [-2.6387, -1.6831, -1.1224], [-2.9578, -2.6003, -0.3930], [-2.8996, 0.8425, -4.6413], [-2.0925, 0.2437, -5.7969], [-2.5156, 2.3224, -4.4902], [-4.3931, 0.7354, -4.9815], [2.4769, -0.2410, -0.7557], [1.2131, -0.0058, -1.9895], [1.1891, 0.9482, -0.4752], [-0.4993, -3.2904, -3.1981], [-1.3445, -3.8212, -1.7446], [-0.8799, -1.0249, -3.9757], [-4.1101, 1.1938, -2.2170], [-4.8064, 0.7471, 0.0618], [-4.0781, -0.6027, 0.9845], [-3.1377, 2.7071, -0.6656], [-0.5566, 4.0116, 2.4249], [-0.1169, 2.6662, 4.2998], [-0.6223, 0.9532, 4.4131], [1.7795, 3.2248, 2.7881], [4.1095, 0.0396, 1.1066], [3.5601, -2.2604, 1.9816], [1.9059, -2.5310, 2.5262], [3.7080, -4.0669, 0.7141], [0.9723, -4.9164, -2.4447], [1.8859, -6.9326, -2.4677], [2.8474, -5.8186, -3.4645], [3.5587, -7.3182, -2.8659], [2.3154, -7.0774, 0.0358], [3.9088, -7.6884, -0.4367], [3.7750, -6.3541, 0.7147], [4.8389, -4.6260, -2.4481], [5.2343, -4.8267, -0.7377], [5.4469, -6.1778, -1.8540], [5.8510, 1.3336, 1.7584], [5.2619, 1.6486, 0.1120], [6.2439, 2.8495, 0.9484], [4.9673, 2.7112, 3.6989], [5.4114, 4.1698, 2.7984], [3.7697, 3.9793, 3.4244], [3.3949, 3.3194, -0.2654], [2.8527, 4.3559, 1.0635], [4.4954, 4.5178, 0.4311], [-4.5918, 0.6779, 3.0854], [-4.1103, -0.6602, 4.1617], [-3.6140, 1.0173, 4.5337], [-3.8223, 4.7314, -0.5446], [-3.5854, 5.4969, 1.0310], [-3.2199, 6.3860, -0.4581], [-1.8487, 4.1823, -1.9966], [-1.0903, 5.7633, -1.8161], [-0.2009, 4.3031, -1.3533], [-1.2494, 6.0921, 1.8246], [0.1630, 5.5789, 0.8784], [-0.8852, 6.8710, 0.2861], [-1.0232, 0.4091, -5.6566], [-2.2772, -0.8271, -5.8896], [-2.3837, 0.7242, -6.7309], [-1.4636, 2.4219, -4.2136], [-2.6757, 2.8463, -5.4339], [-3.1226, 2.8067, -3.7239], [-4.6939, -0.3096, -5.0592], [-5.0091, 1.2073, -4.2175], [-4.6007, 1.2300, -5.9316], [-3.0705, -4.7331, 6.3623], [-2.5434, -4.1532, 5.0198], [-2.1345, -3.7678, 4.0055], [-4.2231, -4.3860, 6.4641], [-2.3228, -4.2751, 7.1974], [-2.9806, -5.9346, 6.3489], [-1.3101, 1.6004, -0.7350], [-1.8223, 0.4168, -0.2305], [-1.1093, 1.7327, -1.7195]],
  "mulliken_charge": [1.548, -1.211, 0.707, -0.317, -0.116, -1.398, 0.271, -0.567, 0.121, -0.700, 2.194, -1.873, 1.194, 0.098, -0.999, 0.056, -0.083, -1.593, 0.508, -0.826, 0.104, -0.290, 0.139, -1.198, 0.175, -0.913, 0.029, -0.275, 2.009, -2.129, -1.605, -1.640, 0.807, -1.041, 1.958, -2.133, -1.717, -1.589, -0.622, -0.241, -1.055, 1.858, -1.673, -1.405, -1.990, -0.351, -0.730, 1.942, -2.067, -1.676, -1.756, 0.627, 0.316, -0.053, 0.700, 0.483, 0.569, 0.361, 0.298, 0.490, 0.048, 0.659, 0.690, 0.522, 0.318, 0.549, 0.538, 0.570, 0.512, 0.606, 0.386, 0.427, 0.446, 0.356, 0.464, 0.317, 0.382, 0.316, 0.460, 0.418, 0.363, 0.446, 0.403, 0.475, 0.293, 0.317, 0.256, 0.504, 0.297, 0.354, 0.245, 0.274, 0.342, 0.478, 0.095, 0.560, 0.198, 0.389, 0.246, 0.436, 0.412, 0.414, 0.422, 0.304, 0.606, 0.209, 0.419, 0.305, 0.450, 0.256, -0.109, -0.702, -0.155, -0.146, -0.156, 0.161, -0.870, 0.500]
}



{
  "formula": "C4H22BO19",
  "method": "ωB97M-V with the def2-TZVPD basis set",
  "s_squared": 0.75,
  "spin_multiplicity": 2,
  "homo_energy_ev": [0.650, -3.241],
  "charge": -2,
  "species": ["O", "C", "O", "B", "O", "C", "O", "O", "C", "O", "C", "O", "O", "O", "H", "H", "O", "H", "H", "O", "H", "H", "O", "H", "H", "O", "H", "H", "O", "H", "H", "O", "H", "H", "O", "H", "H", "O", "H", "H", "O", "H", "H", "O", "H", "H"],
  "coordinates": [[-20.5140, 9.4064, 6.0265], [-19.6377, 8.5450, 6.0752], [-18.5158, 8.5433, 6.8916], [-17.5742, 7.4869, 6.4034], [-18.3288, 6.7542, 5.3564], [-19.4296, 7.4681, 4.9667], [-20.1464, 7.2824, 3.9904], [-17.2748, 6.5309, 7.4723], [-16.0741, 6.3346, 7.5856], [-15.4244, 5.5678, 8.3020], [-15.3369, 7.2761, 6.5608], [-16.3299, 8.0018, 5.9116], [-14.1482, 7.1934, 6.2528], [-22.4697, 10.2661, 7.6840], [-22.5244, 9.4913, 8.2434], [-21.6939, 10.1175, 7.1434], [-13.2189, 8.3085, 3.9571], [-13.0789, 8.0426, 4.8659], [-12.6542, 9.0726, 3.8409], [-12.5067, 4.7122, 6.3028], [-12.2543, 4.4275, 5.4245], [-13.2039, 5.3516, 6.1569], [-18.6750, 4.0895, 6.2536], [-17.8697, 3.5721, 6.2624], [-18.4783, 4.8300, 5.6798], [-18.7817, 11.1093, 9.0832], [-19.1130, 10.2118, 9.1143], [-17.8306, 11.0125, 9.0359], [-16.3251, 10.7838, 5.9162], [-16.9997, 11.4031, 5.6377], [-16.8128, 10.0180, 6.2196], [-17.4835, 4.8712, 10.3036], [-16.7499, 5.3343, 10.7080], [-17.5201, 5.2130, 9.4103], [-20.1419, 7.8355, 9.5539], [-21.0936, 7.9314, 9.5170], [-19.9414, 7.1742, 8.8915], [-17.9242, 4.8466, 3.1903], [-17.3924, 5.5516, 3.5596], [-17.4661, 4.0442, 3.4404], [-22.7137, 8.5973, 3.0760], [-23.0074, 9.1716, 3.7833], [-22.1103, 7.9859, 3.4982], [-19.8536, 5.8992, 1.5815], [-20.0955, 6.5941, 2.1937], [-19.0901, 5.4824, 1.9810]],
  "nbo_charge": [-0.749, 0.511, -0.763, 1.187, -0.787, 0.561, -0.746, -0.607, 0.689, -0.621, 0.702, -0.661, -0.634, -0.983, 0.442, 0.514, -0.948, 0.491, 0.450, -0.953, 0.452, 0.496, -0.959, 0.447, 0.500, -0.956, 0.494, 0.461, -0.963, 0.463, 0.494, -0.954, 0.463, 0.486, -0.944, 0.457, 0.487, -0.946, 0.495, 0.465, -0.975, 0.464, 0.505, -1.008, 0.500, 0.482]
}



Which of these has the lowest charge?
C4H22BO19



Among the records above, which one has the lowest charge?
C4H22BO19